Density functional theory data (ωB97M-V with the def2-TZVPD basis set) for a cluster of 2 separate species, C30H58BN4O4S2 in total.

Last columns: bonded neighbours and bond lengths (Å).
Element x y z (Å)
1 S -4.0033 3.7398 -1.4839  C27 1.627
2 S -2.6937 1.2533 -0.4926  C18 1.825, C27 1.791
3 O 5.1136 -0.0239 1.1591  C17 1.211
4 O 3.7558 -1.0363 -3.1429  C24 1.422, B41 1.491
5 O -2.7062 -2.3366 5.3591  C34 1.426, C39 1.428
6 O 1.9767 -2.4647 -2.6231  C28 1.392, B41 1.507
7 N 2.8809 -0.3721 1.1179  C17 1.381, C25 1.468, C31 1.490
8 N -1.4248 3.0679 -1.9690  C27 1.404, C35 1.505, C36 1.467
9 N 0.9859 -1.3890 -0.8152  C28 1.468, C40 1.269
10 N 0.3642 -1.6022 -5.5036  C23 1.281, H57 1.022
11 C -3.1015 -4.5329 6.1334  C38 1.528, C39 1.524, H67 1.089, H68 1.092
12 C -1.3635 -1.9581 -1.0938  C40 1.510, H47 1.095, H69 1.091, H70 1.086
13 C 3.3515 -2.1343 -0.6172  C28 1.568, C31 1.526, H49 1.096, H78 1.087
14 C 3.9165 1.2360 2.7378  C17 1.512, H45 1.086, H50 1.088, H64 1.093
15 C -0.9382 5.1333 -0.6782  C33 1.527, C36 1.524, H56 1.092, H71 1.093
16 C 0.0191 1.9702 -3.6699  C22 1.533, C35 1.519, H77 1.094, H81 1.096
17 C 4.0203 0.2311 1.6123  O3 1.211, N7 1.381, C14 1.512
18 C -2.9527 1.8796 1.2018  S2 1.825, C20 1.541, H65 1.090, H82 1.088
19 C 0.3890 -3.7641 -0.6385  C40 1.523, H42 1.090, H55 1.093, H97 1.092
20 C -3.4547 0.7143 2.0760  C18 1.541, C32 1.541, H72 1.092, H89 1.090
21 C 1.0193 1.2833 1.4559  C25 1.542, H52 1.094, H74 1.089, H80 1.091
22 C 0.5417 0.8457 -2.7694  C16 1.533, C37 1.531, H79 1.089, H88 1.094
23 C 1.1330 -2.5734 -5.1751  N10 1.281, C26 1.481, C30 1.510
24 C 2.8623 -0.3552 -2.2706  O4 1.422, C28 1.556, C37 1.541, H94 1.093
25 C 1.6315 -0.0807 1.8325  N7 1.468, C21 1.542, H76 1.098, H99 1.085
26 C 2.6023 -2.4039 -5.1095  C23 1.481, B41 1.675, H46 1.093, H83 1.095
27 C -2.6745 2.8064 -1.3842  S1 1.627, S2 1.791, N8 1.404
28 C 2.2296 -1.5916 -1.5692  O6 1.392, N9 1.468, C13 1.568, C24 1.556
29 C -0.2028 7.2235 0.5447  C33 1.530, H44 1.093, H51 1.090, H54 1.092
30 C 0.5895 -3.9469 -4.8609  C23 1.510, H91 1.093, H93 1.090, H95 1.094
31 C 3.0886 -1.8241 0.8532  N7 1.490, C13 1.526, H43 1.090, H59 1.095
32 C -2.4104 0.2369 3.1039  C20 1.541, H53 1.093, H61 1.089, H96 1.089
33 C -0.2533 6.4925 -0.7979  C15 1.527, C29 1.530, H84 1.096, H86 1.093
34 C -2.8714 -2.2685 6.7742  O5 1.426, C38 1.524, H87 1.091, H98 1.096
35 C -1.3872 2.4387 -3.3361  N8 1.505, C16 1.519, H48 1.092, H58 1.097
36 C -1.1193 4.4999 -2.0530  N8 1.467, C15 1.524, H66 1.097, H85 1.094
37 C 1.9943 0.5575 -3.1583  C22 1.531, C24 1.541, H60 1.100, H63 1.088
38 C -3.6027 -3.5419 7.1823  C11 1.528, C34 1.524, H62 1.092, H90 1.089
39 C -3.0166 -3.6506 4.8941  O5 1.428, C11 1.524, H73 1.090, H75 1.096
40 C 0.0917 -2.2876 -0.8619  N9 1.269, C12 1.510, C19 1.523
41 B 3.1706 -2.3504 -3.5352  O4 1.491, O6 1.507, C26 1.675, H92 1.239
42 H 1.0981 -4.1426 -1.3748  C19 1.090
43 H 2.2487 -2.3979 1.2447  C31 1.090
44 H 0.4394 6.6823 1.2443  C29 1.093
45 H 3.0260 1.8574 2.7119  C14 1.086
46 H 2.8387 -1.4501 -5.5883  C26 1.093
47 H -1.8982 -1.6985 -0.1743  C12 1.095
48 H -2.1135 1.6263 -3.3992  C35 1.092
49 H 3.3768 -3.2239 -0.7335  C13 1.096
50 H 4.7918 1.8794 2.6852  C14 1.088
51 H 0.1893 8.2344 0.4338  C29 1.090
52 H 0.8562 1.8981 2.3461  C21 1.094
53 H -1.8138 -0.5660 2.6643  C32 1.093
54 H -1.2039 7.2508 0.9788  C29 1.092
55 H 0.8066 -3.8664 0.3667  C19 1.093
56 H -1.9190 5.2691 -0.2188  C15 1.092
57 H -0.6095 -1.9094 -5.4680  N10 1.022
58 H -1.7045 3.2329 -4.0233  C35 1.097
59 H 3.9626 -2.1480 1.4279  C31 1.095
60 H 2.4873 1.5405 -3.1503  C37 1.100
61 H -2.9230 -0.1998 3.9597  C32 1.089
62 H -4.6820 -3.4067 7.0833  C38 1.092
63 H 2.0241 0.2065 -4.1882  C37 1.088
64 H 3.9306 0.7121 3.6970  C14 1.093
65 H -1.9996 2.2442 1.5835  C18 1.090
66 H -1.8427 5.0509 -2.6667  C36 1.097
67 H -3.7533 -5.3940 5.9931  C11 1.089
68 H -2.1090 -4.8972 6.4068  C11 1.092
69 H -1.8491 -2.8419 -1.5112  C12 1.091
70 H -1.4543 -1.1479 -1.8117  C12 1.086
71 H -0.3013 4.4728 -0.0835  C15 1.093
72 H -4.3273 1.0733 2.6261  C20 1.092
73 H -2.2463 -3.9710 4.1923  C39 1.090
74 H 1.6576 1.8181 0.7542  C21 1.089
75 H -3.9751 -3.6178 4.3646  C39 1.096
76 H 1.7514 -0.1563 2.9210  C25 1.098
77 H 0.0620 1.6074 -4.7014  C16 1.094
78 H 4.3436 -1.7777 -0.8829  C13 1.087
79 H 0.4353 1.0989 -1.7155  C22 1.089
80 H 0.0389 1.1338 1.0014  C21 1.091
81 H 0.6794 2.8417 -3.5897  C16 1.096
82 H -3.6790 2.6844 1.1130  C18 1.088
83 H 3.1019 -3.1989 -5.6735  C26 1.095
84 H -0.8256 7.1203 -1.4903  C33 1.096
85 H -0.1548 4.5627 -2.5655  C36 1.094
86 H 0.7514 6.3762 -1.2116  C33 1.093
87 H -3.4220 -1.3608 7.0257  C34 1.091
88 H -0.0532 -0.0367 -3.0224  C22 1.094
89 H -3.7591 -0.1335 1.4629  C20 1.090
90 H -3.3900 -3.8398 8.2081  C38 1.089
91 H 0.6521 -4.5759 -5.7532  C30 1.093
92 H 4.0215 -3.2230 -3.3114  B41 1.239
93 H 1.1375 -4.4078 -4.0394  C30 1.090
94 H 3.4599 0.2475 -1.5815  C24 1.093
95 H -0.4603 -3.8855 -4.5610  C30 1.094
96 H -1.7430 1.0408 3.4120  C32 1.089
97 H -0.5259 -4.3594 -0.6537  C19 1.092
98 H -1.8816 -2.2130 7.2407  C34 1.096
99 H 0.9000 -0.8364 1.5672  C25 1.085

Values from the calculation:
electronic energy	-2519.1366	Ha
molar mass	613.76	g mol⁻¹
HOMO energy	-0.1601	Eh
LUMO level	1.7	eV
total charge	-1